Entry from the Open Molecules 2025 dataset: a cluster of 2 separate species, C10H16 in total in a non-equilibrium geometry (the ωB97M-V functional and the def2-TZVPD basis).

The geometry in ORCA input format:
```
! wB97M-V def2-TZVPD RIJCOSX def2/J DEFGRID3
* xyz 0 1
C -1.40 -0.20 1.70
C -0.03 -1.63 -2.92
C 0.69 -1.29 2.46
C -0.83 1.05 1.84
C -1.52 2.29 1.40
C 1.19 0.02 2.62
C 0.93 0.64 -2.67
C 0.86 -0.83 -2.01
C 0.51 1.14 2.27
C -0.59 -1.38 2.01
H 1.02 2.06 2.30
H 0.48 -1.93 -3.90
H -0.36 -2.66 -2.66
H -1.04 -2.44 1.62
H 1.78 0.76 -3.30
H 0.30 -0.82 -0.97
H 1.98 -1.19 -1.91
H -0.96 3.03 0.76
H 1.42 -2.16 2.56
H -1.06 -1.23 -2.91
H -2.42 -0.30 1.18
H -1.97 2.74 2.35
H 2.22 0.20 2.73
H 0.14 0.76 -3.44
H 0.96 1.35 -1.70
H -2.28 2.04 0.60
*
```

For the HOMO energy, the calculation gives -9.20 eV. Its structure (SMILES) is Cc1ccccc1.CCC. As for the gap between HOMO and LUMO: 10.12 eV. The energy relative to the best compared isomer or geometry (same formula, charge and spin) comes out at 238.3 kJ/mol.

Here are the Mulliken charges for atoms 1 to 5, given in e:
1. C -0.4016
2. C -1.3343
3. C -0.4329
4. C 0.8158
5. C -1.3251